No. 1
17
Properties=species:S:1:pos:R:3 method="wB97M-V/def2-TZVPD" gap_ev=8.43 total_charge=+1 relative_energy_kcal_mol=65.1 smiles="C=C1C=CC=N[C@@H]1[NH3+]"
C -1.5678 -1.4661 -0.1020
C -0.3685 -0.8346 -0.0482
C 0.9201 -1.4450 0.1319
C 2.0638 -0.7436 0.0730
C 2.0386 0.7068 -0.0761
N 0.9616 1.3337 -0.2291
C -0.2398 0.6793 -0.4341
N -1.3551 1.5679 0.2880
H -2.4767 -1.0545 -0.5242
H -1.6361 -2.4179 0.3888
H 0.8629 -2.4351 0.3683
H 3.0345 -1.2370 0.1813
H 3.0591 1.2832 0.0189
H -0.4845 0.9034 -1.4418
H -0.8160 2.3929 0.5885
H -1.7827 0.9923 1.0200
H -2.2134 1.7742 -0.2032



No. 2
14
Properties=species:S:1:pos:R:3 method="wB97M-V/def2-TZVPD" gap_ev=10.28 total_charge=+1 relative_energy_kcal_mol=62.7 smiles="C=[N+](C)[C@H]1CO1"
C 0.6148 -1.5530 -0.2806
N 0.5281 -0.3355 0.0780
C 1.6732 0.5365 0.3941
C -0.7556 0.3583 0.3587
C -1.8519 0.6319 -0.5479
O -1.9040 -0.3232 0.4486
H 1.4939 -1.9943 -0.5015
H -0.2407 -2.2104 -0.5685
H 1.3760 1.4226 -0.0808
H 2.4623 -0.1754 0.0799
H 1.6803 0.6008 1.4807
H -0.7078 1.0655 1.1617
H -2.3322 1.6104 -0.4098
H -2.0364 0.3659 -1.6125